Entry 1:
C3H10N2O | ωB97M-V/def2-TZVPD

Each line ends with the Mulliken charge.
Atoms and positions in Å:
N  -1.47957  -1.00768  -0.62977  -0.65
C  -0.05704  -0.66850  -0.51842  -0.32
C  0.63738  -0.50951  -1.85641  -0.42
N  2.05597  -0.24371  -1.64991  -0.58
H  -1.98796  -0.19952  -0.96772  0.23
H  -1.82514  -1.17123  0.30629  0.28
H  0.46377  -1.45711  0.02608  0.30
H  0.08793  0.25599  0.05833  0.16
H  0.53191  -1.44376  -2.41519  0.35
H  0.13123  0.26293  -2.45566  0.24
H  2.59582  -0.47671  -2.46333  0.23
H  2.23001  0.74318  -1.47679  0.20
O  -0.76241  0.87128  2.48966  -0.36
C  -0.84754  1.48596  3.50966  -0.09
H  -0.27404  2.40635  3.70848  0.21
H  -1.50032  1.15203  4.33469  0.22

SMILES: NCCN.C=O
LUMO level, eV: 0.8
Frontier orbital gap, eV: 9.7
HOMO energy, eV: -8.95
E, eV: -8299.70070

***

Entry 2:
C3H10N2O | ωB97M-V/def2-TZVPD

Each line ends with the Mulliken charge.
Atoms and positions in Å:
C  -1.09664  1.42106  -1.34834  -0.93
C  1.16389  1.16361  -0.73600  -0.23
N  -0.02234  0.73518  -0.65343  -0.10
H  -1.86684  1.68431  -0.62063  0.31
H  -1.51647  0.72187  -2.07388  0.29
H  -0.74841  2.32746  -1.84522  0.33
H  1.44182  2.03316  -1.32435  0.24
H  1.91737  0.62875  -0.16831  0.24
H  -0.44533  -0.39808  -0.06482  0.53
N  -0.82289  -1.41546  0.54330  -0.89
C  1.04971  -1.33073  1.69172  0.05
O  1.07766  -1.88989  2.77787  -0.55
H  -1.52469  -1.39122  1.26994  0.19
H  -0.94963  -2.30229  0.06909  0.18
H  1.55646  -1.71344  0.79825  0.21
H  0.78632  -0.27429  1.68482  0.13

LUMO level, eV: 0.3
Frontier orbital gap, eV: 8.5
HOMO energy, eV: -8.22
E, eV: -8297.96190

***

Entry 3:
C3H10N2O | ωB97M-V/def2-TZVPD

Each line ends with the Mulliken charge.
Atoms and positions in Å:
C  2.12523  -0.04012  0.54311  -0.07
C  1.66080  -1.14293  -0.02695  -0.60
N  1.94612  1.26781  0.01657  -0.56
H  2.53752  -0.12929  1.54154  0.24
H  1.56380  -2.08961  0.47596  0.25
H  1.04762  -1.04001  -0.91105  0.21
H  -1.15694  0.93473  -1.95340  0.25
H  2.11088  1.88352  0.81585  0.28
H  1.00372  1.48774  -0.27819  0.25
N  -1.66950  -0.41035  0.82386  -0.51
C  -1.95343  -0.24445  -0.57148  -0.23
O  -0.88006  0.46909  -1.16026  -0.46
H  -2.44008  -0.24926  1.44090  0.23
H  -0.92815  0.22142  1.10700  0.21
H  -2.90076  0.27754  -0.76856  0.29
H  -2.06675  -1.19580  -1.09490  0.23

SMILES: C=CN.NCO
LUMO level, eV: 0.7
Frontier orbital gap, eV: 8.9
HOMO energy, eV: -8.21
E, eV: -8299.45359

***

Entry 4:
C3H10N2O | ωB97M-V/def2-TZVPD

Each line ends with the Mulliken charge.
Atoms and positions in Å:
C  1.87297  0.16117  1.37228  -0.97
C  0.05457  1.63519  1.22531  -0.39
N  0.54501  0.50820  0.90767  -0.24
H  2.14879  0.62504  2.32449  0.37
H  1.96160  -0.90778  1.42292  0.29
H  2.63832  0.48610  0.66126  0.31
H  0.61762  2.47746  1.63555  0.31
H  -0.80880  1.90900  0.61287  0.28
H  0.01045  0.51868  -0.94071  0.40
N  -1.93629  -1.37825  -0.82150  -0.47
C  -0.86732  -1.03022  -1.70541  -0.30
O  -0.51975  0.32906  -1.73991  -0.59
H  -2.86528  -1.08314  -1.07616  0.19
H  -1.75167  -1.28712  0.16193  0.21
H  -1.08534  -1.35657  -2.71546  0.31
H  -0.01489  -1.60681  -1.32514  0.28

SMILES: C=NC.NCO
LUMO level, eV: 0.8
Frontier orbital gap, eV: 9.7
HOMO energy, eV: -8.98
E, eV: -8299.50720